Record 1
Computed, not measured: a molecular structure, C35H37CuN3SSb, with ωB97M-V/def2-TZVPD.

Last column: Mulliken charge in e.
Geometry (Å):
Cu (0.63, 2.82, -1.13)  -0.4688
N (-7.03, 5.70, 4.18)  -0.5269
C (-6.16, 5.27, 3.56)  -0.0366
C (-5.06, 4.72, 2.79)  0.4970
C (-4.45, 5.49, 1.80)  -0.5238
C (-3.40, 4.97, 1.07)  -0.8910
C (-2.92, 3.67, 1.32)  -0.1133
C (-3.54, 2.91, 2.31)  0.5137
C (-4.60, 3.43, 3.04)  -0.6361
C (-1.82, 3.15, 0.56)  0.0781
C (-0.89, 2.64, -0.05)  0.0304
H (-4.82, 6.49, 1.61)  0.4561
H (-2.92, 5.56, 0.30)  0.4754
H (-3.18, 1.91, 2.51)  0.2560
H (-5.08, 2.84, 3.81)  0.4492
C (0.04, -3.68, 1.98)  -0.8432
C (-1.12, -3.85, 1.02)  0.6546
C (-1.86, -5.04, 1.06)  -0.8201
C (-2.92, -5.27, 0.20)  -0.6025
C (-3.27, -4.31, -0.74)  -0.6599
C (-2.56, -3.12, -0.79)  -0.4442
C (-1.49, -2.87, 0.08)  0.0920
Sb (-0.53, -0.95, -0.18)  0.9317
C (1.35, -1.96, -0.70)  0.1693
C (1.08, -2.82, -1.78)  -0.7715
C (2.07, -3.55, -2.41)  -0.8689
C (3.38, -3.43, -1.97)  -0.6474
C (3.68, -2.58, -0.92)  -0.5568
C (2.68, -1.83, -0.28)  1.3844
C (3.09, -0.94, 0.86)  -1.5464
C (-0.67, -0.28, 1.87)  0.5800
C (0.40, 0.19, 2.63)  -0.4349
C (0.22, 0.69, 3.92)  -0.8800
C (-1.05, 0.74, 4.46)  -0.7122
C (-2.13, 0.31, 3.70)  -0.1898
C (-1.97, -0.18, 2.40)  0.5045
C (-3.21, -0.54, 1.61)  -1.9858
H (0.12, -4.55, 2.64)  0.4661
H (-0.08, -2.79, 2.60)  0.0538
H (0.98, -3.59, 1.43)  0.0726
H (-1.58, -5.80, 1.79)  0.3747
H (-3.47, -6.20, 0.26)  0.3840
H (-4.10, -4.48, -1.42)  0.4118
H (-2.84, -2.36, -1.51)  0.4786
H (0.05, -2.93, -2.12)  0.3951
H (1.82, -4.22, -3.22)  0.4125
H (4.18, -4.00, -2.44)  0.3732
H (4.70, -2.49, -0.57)  0.3923
H (4.17, -0.89, 0.96)  0.4874
H (2.68, -1.30, 1.81)  0.3794
H (2.72, 0.08, 0.71)  0.1866
H (1.40, 0.19, 2.23)  0.3031
H (1.08, 1.05, 4.48)  0.4211
H (-1.21, 1.12, 5.46)  0.3794
H (-3.13, 0.37, 4.11)  0.4754
H (-4.11, -0.26, 2.17)  0.3974
H (-3.26, -1.61, 1.40)  0.4518
H (-3.23, 0.00, 0.66)  0.3895
C (2.25, 0.03, -4.05)  -1.3127
N (2.18, 1.49, -3.88)  0.1836
C (1.04, 2.09, -4.58)  -1.0862
C (2.85, 2.14, -2.93)  0.4682
S (2.34, 3.66, -2.30)  -0.3320
N (3.99, 1.53, -2.48)  0.3152
C (4.60, 1.99, -1.23)  -1.1499
C (4.96, 0.98, -3.42)  -1.1523
H (1.23, -0.36, -4.04)  0.5035
H (2.80, -0.42, -3.23)  0.4473
H (2.71, -0.24, -5.00)  0.2640
H (0.98, 1.65, -5.58)  0.3826
H (1.16, 3.16, -4.65)  0.4188
H (0.11, 1.88, -4.04)  0.3315
H (3.85, 2.16, -0.47)  0.3186
H (5.17, 2.91, -1.37)  0.3504
H (5.27, 1.20, -0.89)  0.3553
H (4.52, 0.87, -4.41)  0.3923
H (5.32, 0.01, -3.09)  0.3112
H (5.81, 1.66, -3.50)  0.3925

* Kohn-Sham gap: 0.294 Eh
* LUMO energy: 0.192 eV

Record 2
Computed, not measured: a molecular structure, C35H37FN8O8Pb in a non-equilibrium geometry, with ωB97M-V/def2-TZVPD.

Last column: Mulliken charge in e.
Geometry (Å):
Pb (-2.31, -1.24, -3.01)  1.6565
O (-4.04, -5.27, -2.04)  -0.7140
C (-4.18, -4.07, -2.08)  -0.1758
O (-3.37, -3.24, -2.65)  -0.5580
C (-5.50, -3.50, -1.45)  0.0359
C (-6.11, -2.39, -2.32)  -0.1290
C (-7.52, -2.03, -1.83)  -0.8731
C (-7.21, -1.16, -0.60)  -1.0534
C (-5.69, -1.21, -0.58)  -0.3591
O (-5.33, -1.25, -1.92)  -0.3467
C (-5.29, -2.72, -0.10)  0.3554
C (-4.05, -2.58, 0.54)  -0.0117
O (-3.22, -2.26, 1.22)  -0.1380
O (-1.93, -4.45, -0.80)  -0.4263
H (-6.17, -4.34, -1.30)  0.6071
H (-6.01, -2.58, -3.38)  0.5788
H (-8.10, -2.93, -1.60)  0.3666
H (-8.06, -1.47, -2.59)  0.3570
H (-7.68, -1.51, 0.32)  0.4252
H (-7.48, -0.12, -0.77)  0.3888
H (-5.19, -0.42, -0.03)  0.7372
H (-5.97, -3.10, 0.67)  0.6600
C (-0.34, 6.06, -1.45)  -0.9940
C (-0.95, 5.44, -0.19)  -0.9979
N (-1.03, 3.98, -0.30)  0.0988
C (-2.13, 3.46, -0.89)  -0.0831
C (-2.31, 2.14, -1.17)  0.0652
C (-3.54, 1.66, -1.92)  -0.0684
O (-4.64, 2.01, -1.52)  -0.6473
O (-3.24, 0.91, -2.91)  -0.8236
C (-1.34, 1.18, -0.75)  0.9885
O (-1.46, -0.07, -0.90)  -0.4533
C (-0.16, 1.75, -0.11)  -0.4669
C (0.91, 0.92, 0.24)  -0.3997
C (2.08, 1.44, 0.71)  0.8057
F (3.09, 0.56, 0.90)  -0.3597
C (2.27, 2.82, 0.94)  -0.2192
C (1.20, 3.63, 0.59)  -0.6120
C (0.00, 3.14, 0.06)  -0.0645
N (3.48, 3.36, 1.42)  0.0803
C (4.51, 2.46, 1.98)  -0.6173
C (5.62, 3.26, 2.65)  -1.0039
N (5.98, 4.40, 1.76)  -0.0453
C (4.84, 5.37, 1.66)  -0.9096
C (3.52, 4.69, 2.00)  -0.3259
H (-0.28, 7.14, -1.34)  0.3913
H (-0.97, 5.85, -2.31)  0.3397
H (0.65, 5.66, -1.64)  0.3131
H (-1.96, 5.81, -0.04)  0.4599
H (-0.38, 5.71, 0.70)  0.4665
H (-2.90, 4.16, -1.17)  0.5184
H (0.79, -0.14, 0.11)  0.7621
H (1.29, 4.70, 0.70)  0.2283
H (4.94, 1.88, 1.17)  0.4648
H (4.11, 1.77, 2.71)  0.4353
H (6.48, 2.61, 2.79)  0.4330
H (5.33, 3.66, 3.62)  0.4058
H (6.20, 4.03, 0.84)  0.3954
H (6.82, 4.88, 2.10)  0.3667
H (4.82, 5.76, 0.64)  0.4192
H (5.01, 6.20, 2.35)  0.3875
H (2.73, 5.31, 1.60)  0.1943
H (3.37, 4.65, 3.09)  0.2545
C (1.36, -1.30, -2.42)  -1.2878
C (0.73, -2.52, -1.82)  0.8708
N (-0.57, -2.74, -1.74)  0.2364
C (-0.71, -3.97, -1.13)  -0.4195
C (0.51, -4.50, -0.87)  -0.7340
N (1.42, -3.57, -1.30)  0.3144
C (2.85, -3.72, -1.29)  -0.6977
N (3.36, -4.10, 0.01)  0.6186
N (4.52, -4.81, -0.01)  -0.7568
N (5.00, -4.88, 1.16)  -0.5033
C (4.16, -4.21, 2.03)  0.0104
C (4.26, -3.99, 3.40)  -0.6993
C (3.25, -3.26, 4.00)  -0.6251
C (2.16, -2.79, 3.25)  -0.6825
C (2.05, -2.99, 1.90)  -0.2924
C (3.09, -3.69, 1.28)  1.0396
H (0.61, -0.52, -2.48)  0.0621
H (1.73, -1.50, -3.42)  0.4554
H (2.18, -0.93, -1.80)  0.2021
H (-2.18, -5.25, -1.30)  0.3701
H (0.79, -5.44, -0.42)  0.5676
H (3.29, -2.78, -1.62)  0.3252
H (3.19, -4.51, -1.97)  0.3213
H (5.09, -4.41, 3.96)  0.4583
H (3.29, -3.08, 5.06)  0.4162
H (1.37, -2.25, 3.77)  0.4407
H (1.19, -2.63, 1.34)  0.4228

* total charge: +2
* Kohn-Sham gap: 0.277 Eh
* LUMO energy: -5.099 eV

Record 3
Computed, not measured: a molecular structure, C35H37IrN5PSSe in a non-equilibrium geometry, with ωB97M-V/def2-TZVPD.

Last column: Mulliken charge in e.
Geometry (Å):
Ir (-13.07, 6.94, 14.82)  0.5501
C (-8.95, 8.56, 14.80)  -1.9003
C (-10.41, 8.30, 14.51)  0.5783
N (-10.95, 7.00, 14.66)  0.7420
N (-10.30, 6.00, 15.38)  -1.0265
C (-10.23, 4.94, 14.65)  0.4647
N (-10.05, 3.70, 15.08)  -0.3040
S (-10.55, 5.09, 12.77)  0.0397
C (-11.30, 9.37, 14.15)  0.6613
C (-10.95, 10.52, 13.40)  -1.0447
C (-11.89, 11.26, 12.71)  -0.7497
C (-13.25, 10.85, 12.75)  -0.7425
C (-13.57, 9.78, 13.54)  -0.7464
N (-12.65, 9.16, 14.34)  1.1451
H (-8.66, 7.91, 15.65)  0.4403
H (-8.68, 9.60, 15.14)  0.4325
H (-8.20, 8.26, 14.08)  0.3052
H (-9.76, 3.53, 16.05)  0.2651
H (-9.84, 2.91, 14.45)  0.0994
H (-9.90, 10.69, 13.35)  0.5533
H (-11.42, 11.88, 11.89)  0.3130
H (-14.02, 11.52, 12.31)  0.4146
H (-14.63, 9.50, 13.65)  0.2828
Se (-10.49, 3.18, 11.82)  -0.1627
C (-18.44, 8.09, 15.23)  -0.7175
C (-18.08, 8.60, 13.97)  -0.7744
C (-17.03, 8.05, 13.29)  -0.3322
C (-16.25, 7.05, 13.89)  0.5460
C (-16.60, 6.58, 15.15)  -0.0340
C (-17.65, 7.11, 15.86)  -0.7963
P (-14.67, 6.47, 13.21)  0.8518
C (-14.74, 4.68, 12.92)  1.0722
C (-14.46, 3.95, 14.07)  -0.4080
C (-14.47, 2.62, 14.04)  -0.7739
C (-14.83, 1.96, 12.90)  -0.8284
C (-15.07, 2.68, 11.73)  -0.4978
C (-15.08, 4.04, 11.75)  -0.7286
C (-14.46, 7.12, 11.51)  0.6745
C (-13.19, 7.64, 11.24)  -0.4139
C (-12.87, 8.23, 9.97)  -0.9296
C (-13.87, 8.26, 9.02)  -0.5737
C (-15.16, 7.75, 9.29)  -0.8379
C (-15.43, 7.14, 10.53)  -0.0530
H (-19.22, 8.55, 15.78)  0.4122
H (-18.65, 9.43, 13.58)  0.4511
H (-16.69, 8.55, 12.36)  0.4024
H (-15.89, 5.88, 15.69)  0.0465
H (-17.74, 6.85, 16.88)  0.5350
H (-14.35, 4.50, 14.99)  -0.2527
H (-14.16, 1.98, 14.84)  0.4859
H (-14.84, 0.88, 12.84)  0.3887
H (-15.24, 2.17, 10.73)  0.3302
H (-15.31, 4.55, 10.84)  0.4092
H (-12.45, 7.51, 11.95)  0.3005
H (-11.81, 8.51, 9.74)  0.4479
H (-13.83, 8.72, 8.03)  0.3767
H (-16.01, 7.74, 8.57)  0.3746
H (-16.42, 6.77, 10.80)  0.5289
C (-12.61, 10.76, 16.99)  -0.6566
N (-12.53, 9.32, 17.27)  0.8515
C (-11.45, 8.97, 18.27)  -1.1029
C (-13.85, 8.67, 17.52)  -1.3665
C (-13.73, 7.24, 17.80)  0.9932
C (-13.68, 6.82, 19.10)  -0.2749
C (-13.30, 5.55, 19.39)  -0.7616
C (-13.03, 4.67, 18.39)  -0.9657
C (-13.14, 5.05, 17.09)  0.1923
C (-13.40, 6.35, 16.72)  -0.0702
H (-11.60, 11.14, 17.06)  0.3618
H (-13.42, 11.10, 17.71)  0.2814
H (-12.96, 10.90, 15.98)  0.1820
H (-12.20, 8.81, 16.38)  -0.6445
H (-11.61, 9.53, 19.17)  0.4608
H (-10.46, 9.26, 17.88)  0.3406
H (-11.48, 7.95, 18.49)  0.3816
H (-14.40, 8.84, 16.61)  0.5242
H (-14.32, 9.24, 18.35)  0.5551
H (-14.01, 7.44, 19.99)  0.2959
H (-13.20, 5.23, 20.44)  0.4044
H (-12.82, 3.64, 18.54)  0.5392
H (-12.85, 4.29, 16.33)  0.1861

* total charge: +1
* <S²>: 8.784
* 2S+1: 6
* Kohn-Sham gap (spin up / spin down): 0.233 / 0.230 Eh
* LUMO energy (spin up / spin down): -1.821 / -4.140 eV